Record 1
Below is 2 unconnected molecules or ions with the total composition C19H25N3O2P at a distorted geometry, with properties calculated with ωB97M-V/def2-TZVPD.

- Orbital gap: 7.07 eV
- Net charge: +1
- 2S+1: 1
- HOMO level: -10.83 eV

XYZ file:
```
50
Properties=species:S:1:pos:R:3:forces:R:3:mulliken_charge:R:1
C 4.110 0.744 -1.951 -0.223 -0.998 -0.160 -1.25
C 3.761 -0.828 -1.790 0.323 -2.557 -0.159 0.60
C 4.841 -1.830 -2.332 -4.373 -1.735 1.925 -0.58
C 4.527 -3.369 -2.230 -1.695 2.516 0.974 -0.35
C 3.217 -3.899 -1.585 0.810 3.776 -0.402 -0.62
C 2.159 -2.865 -1.062 3.022 1.195 -1.455 -0.39
C 2.407 -1.336 -1.163 2.826 -1.893 -1.259 0.40
C 1.391 -0.196 -0.692 0.070 -1.179 -1.476 -0.66
C -0.119 -0.743 -0.424 -0.124 2.434 1.500 0.13
C -0.751 0.528 0.383 -0.281 -0.838 0.153 -0.46
N -0.980 1.484 -0.771 0.094 -0.561 -2.328 -0.32
C -1.358 0.711 -1.951 1.954 -1.525 3.976 0.17
N -1.893 1.193 -3.069 0.738 0.386 1.210 -0.24
N -1.068 -0.706 -1.592 -0.444 1.402 -1.796 0.04
P -2.730 -1.295 -1.323 -2.674 0.397 -0.103 0.11
C -2.947 -2.130 0.359 0.056 -1.302 0.164 -0.98
C -3.272 -2.559 -2.622 0.366 -1.224 0.572 -0.90
H 5.220 0.917 -1.714 -1.717 -0.283 -0.393 0.42
H 3.484 1.416 -1.275 0.880 -0.985 -0.879 0.22
H 3.910 1.028 -3.047 0.350 -0.281 1.640 0.28
H 5.812 -1.479 -2.811 -1.559 -0.455 0.805 0.33
H 5.346 -4.052 -2.669 -1.704 0.941 0.943 0.30
H 3.026 -5.031 -1.493 0.315 2.138 -0.186 0.32
H 1.194 -3.256 -0.607 1.498 0.536 -0.693 0.15
H 1.334 0.560 -1.567 0.092 -1.242 1.361 0.26
H 1.789 0.404 0.204 -0.656 -1.188 -1.135 0.38
H -0.188 -1.755 0.096 0.128 1.584 -0.763 0.47
H -0.068 0.875 1.227 -0.910 0.127 -1.567 0.15
H -1.804 0.422 0.809 1.499 -0.406 -0.435 0.13
H -0.196 2.133 -0.961 -0.931 -0.191 0.197 0.36
H -1.933 0.690 -3.963 -0.011 0.047 0.897 0.28
H -2.240 2.170 -3.038 0.440 -0.991 -0.118 0.29
H -2.933 -1.412 1.247 0.214 -0.942 -1.421 0.31
H -2.227 -3.009 0.499 -0.951 1.235 0.106 0.32
H -4.008 -2.594 0.349 1.660 0.849 -0.262 0.36
H -4.394 -2.762 -2.436 1.768 0.577 -0.253 0.33
H -3.126 -2.175 -3.686 -0.123 -0.497 1.546 0.31
H -2.729 -3.549 -2.446 -0.691 1.203 -0.649 0.30
C -1.684 3.296 2.873 -0.276 -0.019 0.037 -0.19
C -2.698 3.325 3.739 0.056 0.006 -0.410 -0.41
C -2.471 3.159 5.191 -0.387 0.027 0.474 0.33
O -3.394 3.183 5.980 0.276 -0.022 -0.302 -0.52
C -1.077 2.963 5.644 0.354 -0.043 -0.053 -0.34
C -0.064 2.935 4.778 -0.060 -0.013 0.248 -0.45
C -0.290 3.100 3.327 0.303 0.066 -0.113 0.51
O 0.636 3.076 2.533 -0.276 -0.146 0.051 -0.59
H -1.832 3.415 1.806 0.024 0.034 -0.010 0.42
H -3.724 3.468 3.423 0.000 0.010 0.055 0.42
H -0.929 2.845 6.710 -0.045 0.010 -0.010 0.42
H 0.962 2.791 5.093 -0.004 0.018 -0.043 0.42
```
Positions in Å, forces in eV/Å.



Record 2
Below is a molecular structure, C2H5Cl3NP at a distorted geometry, with properties calculated with ωB97M-V/def2-TZVPD.

- Orbital gap: 8.14 eV
- Net charge: 0
- 2S+1: 1
- HOMO level: -8.15 eV

XYZ file:
```
12
Properties=species:S:1:pos:R:3:forces:R:3:mulliken_charge:R:1
C 0.082 -1.314 0.434 -0.420 -0.180 -0.132 -0.72
C -2.639 -0.106 0.059 0.035 1.047 -0.022 -0.01
N -0.161 1.413 -0.004 -0.383 0.547 0.098 -0.53
P -0.365 -0.101 -0.592 1.000 -1.008 1.170 0.48
Cl -2.241 0.037 -1.913 -0.059 -0.017 -0.826 -0.19
Cl -3.905 -1.267 0.152 -0.180 -0.542 0.203 -0.11
Cl -3.315 1.505 0.379 -0.379 0.276 0.317 -0.16
H 0.224 -2.304 0.029 0.349 -0.063 -0.213 0.33
H -0.438 -1.310 1.384 0.023 -0.047 0.046 0.27
H -0.148 2.163 -0.683 -0.120 -0.037 0.089 0.26
H -0.729 1.638 0.807 0.116 0.091 -0.170 0.28
H 0.529 -0.079 -1.644 0.018 -0.065 -0.560 0.10
```
Positions in Å, forces in eV/Å.



Record 3
Below is a molecular structure, C2H3N3O at a distorted geometry, with properties calculated with ωB97M-V/def2-TZVPD.

- Orbital gap: 10.04 eV
- Net charge: 0
- 2S+1: 1
- HOMO level: -9.66 eV

XYZ file:
```
9
Properties=species:S:1:pos:R:3:forces:R:3:mulliken_charge:R:1
N -0.167 0.646 -1.613 0.010 0.219 0.236 -0.41
C 0.104 0.313 -0.320 -0.291 -0.509 0.101 0.68
N -0.213 -0.911 0.067 -0.415 -0.079 0.031 -0.58
C 0.145 -0.958 1.362 0.124 0.366 0.451 0.04
N 0.806 0.038 1.897 -1.281 0.965 -1.922 -0.24
O 0.652 1.103 0.563 0.386 -2.005 1.089 -0.36
H -0.768 -0.035 -2.068 0.283 0.319 0.207 0.27
H -0.318 1.606 -1.871 0.181 0.040 0.126 0.26
H -0.242 -1.801 1.982 1.002 0.683 -0.319 0.34
```
Positions in Å, forces in eV/Å.



Record 4
Below is a gas-phase ion, C4H12N2O (charge +1) at a distorted geometry, with properties calculated with ωB97M-V/def2-TZVPD.

- Orbital gap (spin up / spin down): 11.03 / 6.00 eV
- Net charge: +1
- <S²>: 0.75
- 2S+1: 2
- HOMO level (spin up / spin down): -14.05 / -13.74 eV

XYZ file:
```
19
Properties=species:S:1:pos:R:3:forces:R:3:mulliken_charge:R:1
C -0.096 -0.481 -1.645 0.656 0.089 -0.876 -0.75
N 0.252 -1.840 -1.375 0.713 -1.188 -0.366 -0.54
C -0.484 0.337 -0.375 -1.470 -0.371 0.474 0.35
C -1.693 1.342 -0.549 2.359 -0.080 -0.329 -1.17
N 0.674 0.868 0.305 -1.844 0.725 -0.241 -0.02
C 1.197 0.237 1.454 0.976 -1.621 1.945 -0.44
O 0.282 -0.502 2.218 -0.584 0.360 -0.474 -0.49
H 0.757 0.065 -2.052 0.143 -0.425 -0.377 0.39
H -0.880 -0.419 -2.395 -0.561 0.500 0.203 0.40
H -0.465 -2.559 -1.324 -0.912 0.881 0.749 0.23
H 0.756 -2.294 -2.135 0.870 0.853 0.101 0.27
H -0.946 -0.436 0.233 0.736 -0.056 0.605 0.31
H -2.535 0.735 -0.246 -0.493 0.565 -0.136 0.33
H -1.729 1.750 -1.557 -0.344 -0.251 -0.067 0.36
H -1.462 2.185 0.095 -0.702 0.062 0.347 0.37
H 0.918 1.854 0.200 0.051 -0.218 -0.510 0.36
H 1.937 -0.497 1.062 -0.103 0.104 0.231 0.30
H 1.711 0.881 2.190 0.126 0.478 -1.102 0.40
H -0.292 0.115 2.715 0.384 -0.408 -0.178 0.34
```
Positions in Å, forces in eV/Å.



Record 5
Below is 4 unconnected molecules or ions with the total composition C4H19N2O3S at a distorted geometry, with properties calculated with ωB97M-V/def2-TZVPD.

- Orbital gap: 8.85 eV
- Net charge: +1
- 2S+1: 1
- HOMO level: -11.58 eV

XYZ file:
```
29
Properties=species:S:1:pos:R:3:forces:R:3:mulliken_charge:R:1
N -1.210 0.066 1.135 1.644 0.365 2.438 -0.33
C -0.010 -0.323 0.162 -1.988 3.336 -1.739 -0.05
C -0.369 0.862 -0.961 1.784 -1.355 2.661 -1.01
C 0.856 1.500 -1.570 -2.137 3.812 -2.279 -0.93
S 1.181 0.801 -3.158 0.924 -1.254 -1.203 -0.19
C -0.056 -1.800 -0.215 0.723 -0.054 2.144 -0.35
N 0.429 -2.334 1.147 2.905 2.264 -1.865 -0.66
H -0.963 0.909 1.764 -0.070 -0.708 -1.372 0.28
H -1.286 -0.613 1.877 -0.009 -1.102 0.199 0.41
H -2.167 0.189 0.781 0.596 -0.250 -0.870 0.32
H 0.978 -0.149 0.718 -1.746 0.155 -0.677 0.41
H -0.940 1.626 -0.455 0.186 0.387 0.619 0.47
H -1.124 0.476 -1.606 0.025 -0.552 -1.147 0.63
H 1.751 1.794 -1.023 -0.615 -0.481 0.283 0.64
H 0.463 2.545 -2.000 0.649 -1.755 1.491 0.26
H 2.475 0.475 -3.028 -0.041 0.016 0.041 0.13
H -1.029 -2.265 -0.467 0.554 0.581 0.416 0.23
H 0.646 -2.097 -0.997 -0.116 0.573 -0.175 0.33
H 0.215 -3.250 1.101 -1.357 -4.239 0.499 0.23
H 1.508 -2.447 1.027 -2.236 0.756 0.552 0.26
H 2.646 0.010 -0.686 -2.352 -2.833 -0.787 0.21
H 4.174 0.163 -0.466 -3.590 2.238 -0.199 0.35
O 3.222 0.690 -0.533 6.730 0.137 1.224 -0.62
H -0.496 1.733 4.050 -0.435 -1.004 2.795 0.31
H -0.978 2.953 3.236 -1.146 1.495 0.502 0.31
O -0.437 2.200 3.268 1.457 -0.682 -3.481 -0.66
H -3.894 -1.012 -1.073 -6.541 -0.424 -2.512 0.26
H -2.516 -1.688 -1.222 -0.906 0.179 -0.278 0.28
O -3.070 -1.014 -0.809 7.110 0.401 2.719 -0.51
```
Positions in Å, forces in eV/Å.



Record 6
Below is 13 unconnected molecules or ions with the total composition C25H80N4O13 at a distorted geometry, with properties calculated with ωB97M-V/def2-TZVPD.

- Orbital gap: 8.95 eV
- Net charge: 0
- 2S+1: 1
- HOMO level: -8.70 eV

XYZ file:
```
122
Properties=species:S:1:pos:R:3:forces:R:3:mulliken_charge:R:1
C -10.349 3.815 20.024 -0.009 0.955 0.143 -0.21
O -9.956 2.891 21.020 -0.393 -0.498 -0.110 -0.60
H -9.496 4.056 19.385 -0.106 0.056 -0.230 0.25
H -11.191 3.479 19.419 0.205 -0.668 0.059 0.11
H -10.738 4.747 20.447 0.198 0.049 0.140 0.14
H -9.465 3.348 21.706 -0.010 0.128 -0.038 0.31
C -14.434 1.117 15.863 -0.050 0.322 0.102 -0.42
O -15.122 2.022 16.726 -0.104 0.018 0.193 -0.49
H -14.832 1.127 14.848 -0.035 0.021 0.009 0.27
H -13.378 1.391 15.830 0.072 -0.178 -0.096 0.05
H -14.561 0.118 16.274 0.123 -0.029 -0.001 0.30
H -15.525 2.734 16.222 0.093 -0.019 -0.108 0.28
C -10.300 11.076 15.663 -1.090 -0.524 0.885 -0.29
O -9.441 12.166 15.893 0.156 0.037 -0.727 -0.58
H -10.277 10.504 16.594 0.072 -0.184 -0.247 0.13
H -11.360 11.358 15.547 0.150 0.372 0.065 0.35
H -10.116 10.401 14.819 0.785 0.222 0.110 0.12
H -9.282 12.623 15.059 0.011 0.015 0.118 0.30
C -11.691 1.088 11.291 0.313 0.519 -0.193 -0.20
O -10.705 0.678 12.210 0.031 -0.605 0.171 -0.53
H -11.258 1.299 10.307 0.098 0.131 0.003 0.27
H -12.429 0.307 11.115 -0.032 -0.121 0.383 0.32
H -12.172 1.999 11.653 -0.293 -0.029 -0.158 -0.18
H -10.360 1.432 12.709 -0.118 0.156 -0.188 0.38
C -9.031 2.834 16.681 0.324 -1.623 -0.582 -0.84
O -10.445 2.912 16.650 0.001 0.531 0.095 -0.39
H -8.594 3.817 16.520 -0.138 0.133 0.206 0.33
H -8.588 2.323 17.539 -0.367 0.606 0.566 0.36
H -8.689 2.152 15.888 0.015 0.344 -0.361 0.35
H -10.877 2.136 17.016 0.332 -0.131 0.081 0.20
C -8.527 7.084 11.951 -0.356 0.131 1.290 -0.24
O -8.380 6.446 10.718 0.674 -0.121 -0.647 -0.55
H -8.332 8.161 12.020 0.149 -0.008 -0.837 0.36
H -9.520 6.979 12.400 -0.015 -0.322 -0.125 -0.17
H -7.800 6.625 12.628 -0.131 -0.061 0.031 0.26
H -9.177 6.320 10.204 -0.340 0.369 0.312 0.33
C -14.348 4.238 9.563 -1.046 0.281 0.595 -0.25
O -15.557 4.762 10.139 0.075 0.077 -0.216 -0.51
H -14.592 3.560 8.744 0.263 -0.119 0.010 0.33
H -13.818 5.103 9.174 0.229 -0.124 0.060 0.20
H -13.812 3.744 10.376 0.498 -0.117 -0.401 -0.04
H -16.099 4.024 10.430 0.000 -0.004 -0.021 0.28
C -8.255 3.023 12.452 0.737 1.320 -0.520 -0.65
O -9.429 3.033 13.243 -0.602 -0.662 -0.213 -0.34
H -7.326 3.086 13.023 -0.148 -0.295 0.243 0.30
H -8.191 2.189 11.755 -0.388 -0.349 0.408 0.31
H -8.258 3.924 11.827 -0.004 -0.036 0.004 0.18
H -9.287 3.283 14.157 0.353 -0.010 0.007 0.16
C -14.559 3.227 20.273 1.039 0.322 0.411 -0.74
O -14.280 3.888 19.035 -0.364 -0.302 0.139 -0.34
H -15.357 2.493 20.185 0.005 -0.014 0.028 0.32
H -13.624 2.784 20.641 -0.244 -0.470 -0.102 0.23
H -14.783 3.959 21.051 -0.404 0.178 -0.329 0.31
H -14.377 3.203 18.361 -0.022 0.098 -0.299 0.23
C -10.330 7.332 15.907 -0.360 0.056 -1.552 -1.13
C -11.612 6.482 15.823 2.379 -0.841 1.184 0.85
C -11.507 5.485 14.667 -1.236 1.512 -1.012 0.82
O -12.844 5.117 14.336 0.179 -1.024 0.735 -0.35
C -12.931 4.089 13.371 0.041 0.296 0.141 -0.91
N -11.588 5.730 17.102 -1.202 0.576 0.237 0.21
H -10.216 7.880 14.961 0.047 0.173 0.175 0.18
H -9.451 6.684 15.954 0.023 -0.001 0.356 0.07
H -10.355 8.043 16.726 0.039 -0.131 0.178 0.19
H -12.466 7.150 15.764 -0.293 -0.307 -0.095 -0.06
H -10.839 4.663 14.920 -0.241 -0.270 0.133 -0.60
H -11.140 5.961 13.747 0.461 0.102 0.104 0.09
H -13.988 4.035 13.118 0.071 0.080 -0.489 0.40
H -12.638 3.084 13.698 0.222 0.147 0.477 0.17
H -12.268 4.351 12.541 -0.319 -0.100 -0.400 0.34
H -10.899 4.990 17.069 -0.082 -0.074 -0.156 -0.31
H -12.491 5.289 17.263 0.151 -0.089 0.096 0.00
C -14.225 7.682 18.038 -0.788 0.280 0.303 -0.50
C -14.752 7.877 19.490 -0.517 -0.164 -1.673 0.34
C -16.262 8.116 19.434 0.396 -1.019 0.350 -1.03
O -16.495 9.400 18.919 -0.383 0.171 0.567 -0.31
C -17.880 9.661 18.829 -0.057 0.016 -0.723 -0.77
N -14.434 6.678 20.239 0.255 -0.441 0.509 -0.71
H -14.477 8.475 17.327 0.454 0.391 0.338 0.52
H -14.796 6.843 17.625 0.315 -0.343 0.153 0.29
H -13.169 7.429 18.092 0.082 0.147 -0.374 -0.35
H -14.363 8.775 19.973 0.410 -0.148 0.033 0.40
H -16.661 7.917 20.440 -0.113 0.689 0.119 0.50
H -16.768 7.352 18.822 0.193 0.022 -0.300 0.31
H -18.285 9.156 17.942 -0.132 -0.159 0.139 0.30
H -18.046 10.724 18.664 0.209 0.057 0.197 0.25
H -18.433 9.331 19.711 0.074 0.025 0.114 0.32
H -14.808 5.856 19.768 -0.413 0.250 -0.115 0.24
H -13.439 6.483 20.127 0.078 0.393 0.371 0.24
C -13.008 11.256 10.682 0.588 -0.545 -0.768 -1.57
C -12.601 10.943 12.110 -0.629 0.776 0.380 0.66
C -12.783 9.500 12.526 -0.647 -0.933 -0.692 0.04
O -14.161 9.166 12.379 0.477 0.511 0.396 -0.39
C -14.490 7.908 12.880 -0.322 -1.094 -0.124 -0.40
N -11.246 11.394 12.441 -0.174 0.421 -0.112 -0.66
H -13.114 12.323 10.475 -0.148 0.062 0.415 0.41
H -13.957 10.755 10.495 -0.010 0.133 -0.141 0.35
H -12.276 10.925 9.935 -0.017 -0.317 0.177 0.35
H -13.371 11.522 12.645 0.187 -0.264 0.578 0.13
H -12.458 9.299 13.554 0.027 0.310 0.170 -0.03
H -12.250 8.782 11.889 0.485 0.288 -0.091 0.15
H -15.554 7.792 12.678 -0.036 -0.105 0.312 0.36
H -14.256 7.717 13.936 -0.178 0.648 0.160 0.04
H -13.995 7.049 12.399 0.190 0.385 -0.471 0.18
H -11.213 12.379 12.184 0.271 -0.128 -0.133 0.29
H -11.132 11.404 13.451 -0.105 -0.146 -0.217 0.10
C -8.486 7.806 19.345 2.174 0.341 -0.218 -1.30
C -9.392 7.362 20.462 -1.376 0.831 -1.001 0.75
C -9.363 8.271 21.664 0.742 -0.191 0.951 -0.91
O -8.090 8.201 22.285 0.644 -0.364 -0.268 -0.32
C -8.076 8.515 23.657 -1.546 0.130 -0.281 -0.77
N -10.794 7.445 19.974 -0.078 -0.910 -0.040 -0.21
H -8.386 7.128 18.493 -0.794 -0.120 0.020 0.20
H -7.425 7.886 19.628 -0.209 0.029 0.501 0.41
H -8.722 8.809 18.981 -0.356 -0.102 -0.020 0.26
H -9.182 6.331 20.743 -0.007 0.026 0.163 0.03
H -10.104 7.951 22.403 -0.293 -0.037 -0.219 0.46
H -9.583 9.303 21.369 -0.057 0.088 -0.059 0.36
H -8.884 7.975 24.174 0.161 -0.258 0.036 0.32
H -8.368 9.563 23.778 0.601 0.220 0.289 0.31
H -7.134 8.232 24.107 0.245 0.270 -0.149 0.26
H -10.841 6.990 19.063 -0.228 -0.106 0.047 -0.19
H -11.095 8.400 19.807 0.280 0.114 0.167 0.29
```
Positions in Å, forces in eV/Å.